# 1
An isolated ion of composition C2H8N3O3P and charge -2. Source: the Open Molecules 2025 dataset; level of theory: wB97M-V/def2-TZVPD.

Each line ends with the Mulliken charge.
Geometry (Å):
C 1.53 0.28 -0.23  -0.74
C -1.71 -0.24 0.66  -0.85
N 0.57 -0.58 -0.93  -0.60
N -1.40 0.64 -0.39  -0.06
N -0.67 0.04 -1.37  -0.66
O -1.37 2.07 -3.31  -0.82
O 1.14 1.47 -3.17  -0.82
O 0.07 2.78 -1.29  -0.77
P -0.16 1.83 -2.42  0.95
H 2.06 1.02 -0.69  0.36
H 0.88 0.88 0.43  0.23
H 2.27 -0.29 0.48  0.23
H -0.86 -0.67 1.26  0.25
H -2.36 0.23 1.37  0.39
H -2.30 -1.06 0.17  0.20
H 0.85 -0.43 -1.89  0.46
H -1.14 1.64 -0.30  0.26

Values from the calculation:
lowest unoccupied orbital energy	6.68	eV
E_tot	-812.29158	Eh
total charge	-2
frontier orbital gap	5.959	eV
max |F|	0.0932	Eh/bohr
structure (SMILES)	CNN(NC)P(=O)([O-])[O-]

# 2
An isolated ion of composition C7H18N3 and charge +1. Source: the Open Molecules 2025 dataset; level of theory: wB97M-V/def2-TZVPD.

Each line ends with the Mulliken charge.
Geometry (Å):
C -0.96 1.40 -2.06  -0.50
C 0.35 1.59 -1.24  -0.56
C 0.89 0.52 2.77  -1.20
C -0.28 -1.87 -0.96  -1.03
C -1.82 -0.56 0.58  -0.58
C 1.42 -0.46 1.70  -0.68
C 1.53 -0.04 0.20  -0.97
N -1.17 -0.05 -2.02  -0.51
N 0.25 0.53 -0.28  0.04
N -0.71 -0.44 -0.70  0.43
H -1.69 2.11 -1.52  0.24
H -0.90 1.55 -3.19  0.33
H 1.18 1.46 -1.99  0.32
H 0.28 2.64 -0.63  0.32
H 0.07 1.06 2.36  0.36
H 0.79 0.15 3.81  0.34
H 1.72 1.30 2.71  0.34
H 0.52 -1.84 -1.61  0.55
H 0.24 -2.32 -0.13  0.40
H -1.03 -2.51 -1.56  0.29
H -2.37 0.29 0.31  0.36
H -2.25 -1.50 0.36  0.35
H -1.03 -0.60 1.41  0.16
H 0.75 -1.23 1.85  0.25
H 2.28 -0.82 2.18  0.63
H 2.15 0.76 0.11  0.70
H 1.93 -0.83 -0.30  0.37
H -2.12 -0.29 -2.17  0.25

Values from the calculation:
lowest unoccupied orbital energy	-2.57	eV
E_tot	-441.35911	Eh
total charge	+1
frontier orbital gap	11.036	eV
max |F|	0.1011	Eh/bohr
structure (SMILES)	CCCN1CCN[N+]1(C)C

# 3
C36H33AsCl4FeN3O10S3 as an isolated structure. Source: the Open Molecules 2025 dataset; level of theory: wB97M-V/def2-TZVPD.

Each line ends with the Mulliken charge.
Geometry (Å):
Fe -0.94 0.40 0.22  1.35
C 1.23 -5.44 3.55  -1.71
C 1.43 -3.99 3.19  1.19
C 1.14 -3.52 1.91  -1.07
C 1.31 -2.19 1.57  -0.18
C 1.82 -1.31 2.52  0.13
C 2.13 -1.75 3.80  -0.54
C 1.92 -3.09 4.13  -0.77
S 2.17 0.35 2.01  0.85
O 2.92 0.19 0.79  -0.58
O 2.82 1.00 3.13  -0.83
N 0.78 1.01 1.64  0.19
C -0.03 1.63 2.56  0.45
C 0.15 1.77 3.96  -1.47
C -0.84 2.40 4.68  -0.31
C -1.98 2.89 4.05  -1.19
C -2.06 2.72 2.69  -0.11
N -1.12 2.12 1.96  0.65
H 0.89 -6.01 2.69  0.33
H 0.48 -5.55 4.34  0.34
H 2.16 -5.89 3.91  0.42
H 0.78 -4.21 1.16  0.28
H 1.08 -1.85 0.57  0.34
H 2.54 -1.05 4.51  0.47
H 2.16 -3.43 5.13  0.36
H 1.04 1.39 4.43  0.43
H -0.72 2.49 5.76  0.38
H -2.77 3.39 4.60  0.37
H -2.93 3.08 2.13  0.38
Cl -5.18 4.75 -4.32  -0.30
C -3.97 3.93 -3.32  0.20
C -2.61 4.07 -3.66  -0.74
C -1.66 3.47 -2.90  0.18
Cl 0.02 3.62 -3.35  -0.14
C -1.97 2.68 -1.71  -0.45
O -1.07 2.21 -0.99  -0.11
C -3.37 2.51 -1.48  1.46
C -3.86 1.62 -0.45  -0.81
O -3.21 0.89 0.28  -0.26
C -4.34 3.16 -2.27  -1.06
H -2.32 4.66 -4.52  0.48
H -4.97 1.63 -0.34  -0.01
H -5.39 3.02 -2.03  0.36
C -4.47 -1.60 1.01  -1.22
As -2.90 -1.59 2.11  1.00
C -2.39 -3.40 2.50  -1.25
C -3.78 -1.20 3.80  -1.49
O -1.67 -0.46 2.11  0.35
H -5.10 -0.78 1.36  0.38
H -4.95 -2.57 1.18  0.39
H -4.24 -1.48 -0.05  0.14
H -3.29 -3.92 2.84  0.47
H -1.66 -3.33 3.31  0.24
H -1.98 -3.91 1.64  0.26
H -4.65 -1.84 3.95  0.41
H -4.08 -0.15 3.78  0.31
H -3.06 -1.34 4.61  0.36
Cl 4.09 1.41 -5.25  -0.24
C 4.01 2.55 -3.92  0.75
C 4.73 3.73 -4.07  -0.55
C 4.63 4.73 -3.12  -0.55
C 3.79 4.54 -2.04  -0.59
C 3.09 3.35 -1.89  0.76
Cl 2.05 3.16 -0.54  -0.09
C 3.20 2.29 -2.82  -0.66
N 2.47 1.15 -2.65  1.10
C 2.95 -0.16 -2.87  0.38
C 4.28 -0.49 -2.71  -0.06
C 4.71 -1.80 -2.88  -0.75
C 3.78 -2.79 -3.18  -0.80
C 2.45 -2.45 -3.33  -0.64
C 2.01 -1.14 -3.20  0.46
C 0.57 -0.78 -3.41  -1.50
C -0.15 -0.39 -2.15  0.44
O -1.41 -0.26 -2.19  -0.59
O 0.52 -0.22 -1.11  0.89
H 5.34 3.85 -4.95  0.40
H 5.19 5.65 -3.23  0.35
H 3.67 5.30 -1.28  0.45
H 1.79 1.18 -1.90  -1.52
H 4.99 0.28 -2.43  0.54
H 5.75 -2.05 -2.74  0.38
H 4.10 -3.82 -3.29  0.37
H 1.71 -3.22 -3.55  0.38
H 0.02 -1.61 -3.87  0.36
H 0.49 0.09 -4.07  0.25
O -1.68 -1.95 -0.05  -0.36
S -1.94 -2.96 -1.11  0.97
O -2.85 -4.00 -0.64  -0.74
O -0.71 -3.40 -1.73  -0.66
S -3.06 -1.99 -2.56  -0.26

Values from the calculation:
lowest unoccupied orbital energy (alpha / beta)	4.03 / 3.78	eV
E_tot	-8843.33027	Eh
total charge	-2
frontier orbital gap (alpha / beta)	6.994 / 6.229	eV
expectation value of S²	8.76
multiplicity	6
max |F|	0.0210	Eh/bohr